{
  "formula": "C36H81BNO18P3S",
  "method": "wB97M-V/def2-TZVPD",
  "orbital_gap_ev": 9.33,
  "spin_multiplicity": 1,
  "symbols": ["C", "C", "C", "C", "C", "B", "O", "O", "C", "N", "C", "C", "C", "C", "C", "O", "C", "C", "C", "C", "C", "C", "C", "O", "S", "O", "O", "H", "H", "H", "H", "H", "H", "H", "H", "H", "H", "H", "H", "H", "H", "H", "H", "H", "H", "H", "H", "H", "H", "H", "H", "H", "H", "H", "H", "H", "H", "H", "H", "H", "H", "H", "H", "C", "C", "O", "P", "O", "O", "C", "C", "O", "C", "C", "H", "H", "H", "H", "H", "H", "H", "H", "H", "H", "H", "H", "H", "H", "H", "C", "C", "O", "P", "O", "O", "C", "C", "O", "C", "C", "H", "H", "H", "H", "H", "H", "H", "H", "H", "H", "H", "H", "H", "H", "H", "C", "C", "O", "P", "O", "O", "C", "C", "O", "C", "C", "H", "H", "H", "H", "H", "H", "H", "H", "H", "H", "H", "H", "H", "H", "H"],
  "xyz": [[-1.954, -5.159, 0.318], [-1.679, -3.938, -0.131], [-1.028, -3.618, -1.457], [-1.895, -2.980, -2.580], [-1.732, -1.441, -2.698], [-0.266, -0.960, -3.034], [-0.021, -0.486, -4.305], [0.750, -1.025, -2.098], [-2.316, -0.807, -1.435], [-1.964, 0.606, -1.270], [-1.550, 0.967, 0.096], [-0.045, 0.861, 0.350], [0.397, -0.454, 1.022], [0.488, -0.319, 2.555], [-3.819, -1.023, -1.306], [-4.529, -0.413, -2.328], [-5.459, 0.577, -1.904], [-6.658, 0.033, -1.116], [-7.598, 1.222, -0.912], [-7.254, -1.145, -1.907], [-8.687, -1.581, -1.557], [-9.785, -0.749, -2.254], [-8.938, -1.730, -0.050], [-4.151, -2.435, -1.222], [-3.639, -3.331, -2.438], [-3.867, -4.704, -2.111], [-4.243, -2.935, -3.674], [-2.044, -5.343, 1.382], [-2.157, -5.998, -0.339], [-1.972, -3.092, 0.490], [-0.658, -4.569, -1.844], [-0.154, -3.007, -1.235], [-1.624, -3.451, -3.525], [-2.362, -1.119, -3.536], [0.849, -0.760, -4.616], [1.567, -1.365, -2.475], [-1.883, -1.331, -0.579], [-2.771, 1.156, -1.538], [-2.116, 0.398, 0.849], [-1.832, 2.015, 0.225], [0.514, 1.074, -0.559], [0.200, 1.653, 1.065], [1.397, -0.695, 0.662], [-0.281, -1.279, 0.801], [-0.288, 0.325, 2.970], [1.480, 0.027, 2.844], [0.358, -1.304, 3.008], [-4.116, -0.595, -0.344], [-5.870, 0.995, -2.827], [-4.974, 1.414, -1.385], [-6.291, -0.351, -0.158], [-7.984, 1.542, -1.882], [-8.434, 1.011, -0.252], [-7.037, 2.046, -0.465], [-6.623, -2.022, -1.753], [-7.187, -0.931, -2.979], [-8.796, -2.590, -1.967], [-9.402, -0.374, -3.205], [-10.654, -1.370, -2.466], [-10.055, 0.105, -1.632], [-9.999, -1.889, 0.142], [-8.416, -2.629, 0.292], [-8.544, -0.907, 0.542], [-4.333, -4.767, 3.121], [-3.715, -3.382, 3.143], [-3.869, -2.720, 4.406], [-2.937, -3.156, 5.636], [-1.523, -2.941, 5.310], [-3.324, -1.962, 6.665], [-2.321, -1.253, 7.392], [-2.099, 0.118, 6.790], [-3.771, -4.301, 6.327], [-4.903, -4.102, 7.192], [-6.100, -3.486, 6.507], [-3.810, -5.446, 3.799], [-4.281, -5.179, 2.114], [-5.376, -4.740, 3.438], [-2.653, -3.429, 2.886], [-4.207, -2.747, 2.406], [-1.390, -1.817, 7.427], [-2.684, -1.157, 8.418], [-1.873, 0.039, 5.726], [-1.276, 0.632, 7.288], [-3.000, 0.726, 6.888], [-4.610, -3.536, 8.074], [-5.162, -5.101, 7.541], [-5.921, -2.444, 6.248], [-6.957, -3.526, 7.181], [-6.345, -4.023, 5.592], [-0.547, 4.029, -3.428], [0.504, 3.104, -4.010], [1.810, 3.703, -4.026], [2.635, 3.798, -2.655], [2.881, 2.457, -2.108], [4.059, 4.280, -3.259], [5.288, 3.678, -2.844], [5.808, 2.741, -3.910], [2.185, 5.188, -2.061], [2.669, 6.472, -2.493], [2.294, 6.825, -3.912], [-0.362, 4.221, -2.369], [-1.537, 3.582, -3.527], [-0.539, 4.993, -3.939], [0.539, 2.162, -3.458], [0.259, 2.871, -5.045], [5.166, 3.159, -1.894], [6.000, 4.490, -2.682], [5.058, 2.002, -4.193], [6.700, 2.217, -3.561], [6.064, 3.296, -4.814], [3.743, 6.544, -2.331], [2.207, 7.184, -1.809], [2.830, 6.209, -4.633], [2.550, 7.868, -4.101], [1.227, 6.687, -4.081], [12.409, 3.089, 0.957], [12.125, 2.461, -0.394], [11.098, 1.462, -0.328], [9.564, 1.916, -0.205], [9.171, 2.723, -1.366], [8.866, 0.470, -0.434], [7.758, 0.320, -1.322], [8.211, -0.340, -2.608], [9.341, 2.006, 1.352], [9.127, 0.886, 2.230], [10.310, -0.047, 2.337], [11.551, 3.660, 1.316], [13.263, 3.763, 0.890], [12.622, 2.321, 1.701], [11.848, 3.224, -1.126], [13.015, 1.955, -0.766], [7.279, 1.279, -1.516], [7.023, -0.314, -0.821], [9.046, 0.196, -3.058], [7.397, -0.386, -3.334], [8.552, -1.356, -2.404], [8.220, 0.354, 1.949], [8.931, 1.333, 3.204], [10.466, -0.603, 1.414], [10.128, -0.763, 3.139], [11.224, 0.504, 2.556]]
}